(1)
{
  "formula": "C5H14N2O",
  "method": "wB97M-V/def2-TZVPD",
  "elements": ["C", "C", "C", "C", "C", "N", "N", "O", "H", "H", "H", "H", "H", "H", "H", "H", "H", "H", "H", "H", "H", "H"],
  "xyz": [[-0.414989, -0.441367, 0.957892], [1.405431, 0.111426, -0.872487], [-0.529991, 0.228598, -0.308088], [1.423590, 0.228650, -2.371788], [-2.480552, 0.333923, 0.852838], [0.346373, 0.119201, 1.936972], [-0.536430, -1.802158, 1.010831], [1.936219, 1.291326, -0.235700], [2.821324, 1.488789, -0.578329], [1.967347, -0.759873, -0.517955], [0.905932, 0.916821, 1.639540], [0.453485, -0.371647, 2.811468], [-1.439959, -2.181267, 0.773046], [-0.112660, -2.268912, 1.799062], [-1.015582, -0.278160, -1.127348], [-0.489462, 1.307140, -0.314560], [2.426006, 0.449132, -2.775838], [1.081802, -0.705224, -2.827945], [0.762797, 1.035565, -2.712202], [-2.971325, 0.939469, 0.089414], [-3.105199, -0.552980, 0.993280], [-2.434158, 0.911546, 1.777897]],
  "atomic_forces_ev_per_a": [[-2.2, 1.4, 0.1], [-1.8, 0.7, 0.0], [5.1, -0.5, -1.3], [0.1, 0.1, -0.2], [0.0, -0.6, 1.3], [-0.3, 0.2, -0.8], [-0.3, -1.2, 0.1], [0.0, 0.0, -0.1], [-0.2, -0.1, 0.0], [-0.4, -0.1, 0.0], [0.0, -0.4, 0.6], [0.2, 0.4, -0.2], [0.1, 0.1, -0.1], [-0.1, 0.2, 0.0], [-0.2, 0.0, 0.2], [-0.4, 0.0, 0.1], [-0.1, -0.1, 0.1], [0.0, 0.1, 0.0], [0.1, -0.1, 0.1], [0.5, 0.0, -0.3], [0.0, -0.1, 0.2], [-0.1, 0.0, 0.1]],
  "orbital_gap_ev": 7.08,
  "total_charge": 0
}

***

(2)
{
  "formula": "C5H14N2O",
  "method": "wB97M-V/def2-TZVPD",
  "elements": ["C", "O", "C", "C", "C", "C", "N", "N", "H", "H", "H", "H", "H", "H", "H", "H", "H", "H", "H", "H", "H", "H"],
  "xyz": [[0.181541, -2.788057, 0.319055], [-0.358094, 1.853633, -2.341350], [-0.344310, -1.498141, 0.181348], [1.120363, -0.386889, 0.381052], [0.808534, 1.106147, -0.029496], [-0.545357, 1.633191, 0.448734], [-0.518935, 1.685649, 1.901815], [-0.894928, -1.164770, -1.144414], [0.163503, 2.147479, -3.091523], [0.248396, -3.311953, 1.259283], [-0.993291, -1.070233, 0.968374], [1.681165, -0.577820, 1.302566], [1.636005, -0.921226, -0.456401], [1.511508, 1.737471, 0.512465], [0.973988, 1.392470, -1.115745], [-0.621446, 2.693861, 0.110920], [-1.362090, 1.182812, -0.113909], [-1.368923, 1.840704, 2.355736], [-0.097032, 0.940012, 2.337307], [0.059504, -3.574859, -0.422492], [-0.309105, -0.711610, -1.845027], [-0.971000, -2.207877, -1.518289]],
  "atomic_forces_ev_per_a": [[-2.6, -0.1, 1.3], [-0.6, -0.3, 0.1], [0.9, 1.4, -1.7], [0.8, -0.5, -2.4], [-0.6, -0.3, 0.1], [0.4, 1.7, -0.4], [0.0, 1.1, -1.6], [-0.1, -4.5, -0.1], [0.4, 0.3, -0.7], [0.6, 0.6, 0.8], [0.6, -0.3, 0.3], [-0.7, 0.1, 0.0], [0.2, 0.9, 0.8], [0.5, -0.3, 0.3], [-0.2, -1.1, 1.2], [0.3, -0.7, 0.1], [-0.3, -0.7, 0.5], [-1.6, 0.5, 0.5], [1.2, -2.1, 1.0], [0.9, 0.6, -0.9], [0.2, 0.4, 0.6], [-0.5, 3.1, 0.0]],
  "multiplicity": 2,
  "s2": 0.753,
  "orbital_gap_ev": [5.43, 5.43],
  "total_charge": 1
}

***

(3)
{
  "formula": "C5H14N2O",
  "method": "wB97M-V/def2-TZVPD",
  "elements": ["N", "C", "C", "O", "C", "N", "C", "C", "H", "H", "H", "H", "H", "H", "H", "H", "H", "H", "H", "H", "H", "H"],
  "xyz": [[0.735082, -1.411351, 1.998398], [-0.065016, -1.110983, 0.813355], [-0.930400, 0.116643, 1.184462], [-1.637718, -0.001098, 2.494786], [0.919170, -0.734505, -0.371736], [0.189082, -0.189358, -1.501233], [0.439306, 1.275477, -1.521810], [0.426749, 1.659475, -3.062430], [0.098887, -1.725782, 2.715897], [1.209607, -0.572455, 2.380384], [-0.695688, -2.009006, 0.613116], [-0.321865, 0.881381, 1.368689], [-1.711025, 0.272571, 0.412695], [-2.550870, 0.384352, 2.457512], [1.472618, 0.127829, 0.095973], [1.572461, -1.452896, -0.615398], [0.580757, -0.566116, -2.372903], [-0.329440, 1.824075, -0.971770], [1.407414, 1.553349, -1.310834], [0.154548, 0.816395, -3.798150], [-0.396151, 2.378110, -3.323318], [1.402486, 2.065302, -3.341376]],
  "atomic_forces_ev_per_a": [[-1.6, 1.9, -0.7], [0.6, -2.0, 1.4], [-4.2, -2.1, 1.0], [0.1, -0.4, -1.4], [-3.0, 4.3, 1.3], [2.6, 0.2, 1.2], [-3.1, -0.2, -4.2], [-1.8, 0.1, -0.9], [0.2, -1.0, 0.5], [0.3, -0.7, -0.5], [0.4, 0.7, 0.0], [2.6, 3.4, 0.0], [0.8, 0.0, 0.0], [1.3, -0.6, -0.3], [-0.1, -0.9, -0.3], [2.0, -3.2, -0.7], [-0.7, -0.2, 0.4], [0.3, -0.1, 0.0], [2.1, 0.2, 1.6], [0.7, 0.8, 1.4], [1.0, -0.3, 0.4], [-0.3, 0.0, -0.1]],
  "multiplicity": 2,
  "s2": 0.757,
  "orbital_gap_ev": [12.20, 4.83],
  "total_charge": 1
}

***

(4)
{
  "formula": "C5H14N2O",
  "method": "wB97M-V/def2-TZVPD",
  "elements": ["C", "C", "C", "C", "C", "N", "N", "H", "H", "H", "H", "H", "H", "H", "H", "H", "H", "H", "H", "H", "H", "O"],
  "xyz": [[-1.668676, 0.793861, -0.655057], [-0.386578, 0.272827, -1.289318], [0.511351, -0.578709, -0.412310], [1.819245, -0.479999, -0.304529], [0.357856, -2.937408, 0.092135], [-0.093999, -1.764652, 0.224766], [-2.319574, 1.761028, -1.621537], [-1.394381, 1.326032, 0.238400], [-2.367025, -0.036405, -0.554851], [-0.432907, -0.179935, -2.286358], [0.317950, 1.079452, -1.517864], [2.475773, 0.235708, -0.789729], [2.433411, -1.210889, 0.209880], [1.132722, -3.217250, -0.624840], [-0.045455, -3.890913, 0.425807], [-0.921970, -1.590361, 0.790001], [-1.640008, 2.460655, -1.933616], [-3.128741, 2.254811, -1.237879], [-2.700548, 1.221505, -2.400405], [3.028991, 2.204619, 4.629794], [2.334799, 0.844200, 4.847450], [2.687764, 1.431821, 4.170059]],
  "atomic_forces_ev_per_a": [[0.4, -0.4, -1.2], [1.8, 0.3, -0.2], [-0.4, -0.7, 0.0], [1.2, -0.2, -0.2], [0.3, -2.0, -1.5], [-0.1, 0.8, -0.1], [-0.1, -0.3, 0.3], [-0.4, 0.1, 0.6], [-0.2, 0.3, 0.6], [-0.9, -0.4, 0.2], [-0.4, 0.5, 0.2], [-0.6, 0.4, -0.1], [-0.4, -0.1, 0.4], [0.4, 1.1, 0.2], [-0.7, 0.7, 1.1], [0.0, -0.3, 0.2], [-0.2, 0.0, -0.3], [0.0, 0.1, 0.3], [0.3, 0.2, -0.4], [0.0, -0.1, 0.1], [0.2, 0.2, 0.1], [-0.2, -0.2, -0.2]],
  "orbital_gap_ev": 7.53,
  "total_charge": 2
}

***

(5)
{
  "formula": "C5H14N2O",
  "method": "wB97M-V/def2-TZVPD",
  "elements": ["C", "O", "C", "C", "C", "C", "N", "N", "H", "H", "H", "H", "H", "H", "H", "H", "H", "H", "H", "H", "H", "H"],
  "xyz": [[1.465162, -1.387119, -1.100072], [2.375928, -2.269463, -0.473065], [0.988866, -0.497431, 0.016783], [-0.141045, 0.489764, -0.376862], [-1.236776, 0.574077, 0.680022], [-3.541930, 1.423005, 0.591949], [-2.621016, 0.653237, 0.181603], [2.259168, 0.240757, 0.509503], [0.635648, -1.891545, -1.586998], [1.926338, -0.875277, -1.940185], [2.795970, -2.842470, -1.130354], [0.705828, -1.123870, 0.859240], [-0.508094, 0.193676, -1.355376], [0.293389, 1.470113, -0.460884], [-1.067330, 1.393647, 1.386180], [-1.254612, -0.263623, 1.353645], [-4.562554, 1.274404, 0.251236], [-3.378296, 2.260209, 1.263426], [-2.827920, -0.009195, -0.555829], [2.153836, 1.251421, 0.502595], [2.494334, -0.024233, 1.465172], [3.045108, -0.040084, -0.081738]],
  "atomic_forces_ev_per_a": [[0.1, -0.9, -0.3], [0.0, 0.2, -0.3], [0.1, 0.6, -0.1], [0.5, -0.5, 0.5], [-0.2, 0.5, 0.9], [-0.6, 0.3, -0.1], [0.6, 0.3, -0.2], [-0.5, -0.3, 0.1], [-0.5, -0.3, 0.3], [0.3, 0.7, 0.0], [0.0, 0.0, 0.2], [-0.1, -0.1, -0.1], [-0.2, 0.1, -0.1], [0.0, 0.5, -0.5], [-0.2, 0.2, -0.4], [0.1, -0.9, 0.0], [0.1, 0.0, -0.3], [0.4, -0.3, 0.3], [-0.4, -0.3, 0.0], [0.1, 0.2, -0.2], [0.1, -0.1, 0.1], [0.2, 0.0, 0.1]],
  "smiles": "C=[NH+]CC[C@H]([NH3+])CO",
  "orbital_gap_ev": 9.82,
  "total_charge": 2
}

***

(6)
{
  "formula": "C5H14N2O",
  "method": "wB97M-V/def2-TZVPD",
  "elements": ["C", "C", "C", "C", "N", "C", "N", "H", "H", "H", "H", "H", "H", "H", "H", "H", "H", "H", "H", "H", "H", "O"],
  "xyz": [[0.555241, -0.601398, 1.231320], [-0.413852, -0.814259, 0.046866], [-0.827069, 0.550185, -0.431855], [-2.091100, 0.960075, -0.380550], [-2.496602, 2.330000, -0.571435], [-3.098915, 2.688702, -1.641077], [1.711322, -1.590463, 1.152574], [1.029449, 0.370240, 1.095994], [0.169065, -0.665413, 2.245687], [0.053582, -1.447926, -0.706816], [-1.275138, -1.380614, 0.439667], [-0.085781, 1.330567, -0.631900], [-2.883394, 0.281596, -0.068292], [-2.301696, 2.995528, 0.175138], [-3.472929, 3.702572, -1.768944], [-3.325843, 1.917610, -2.375774], [2.379224, -1.354787, 0.356748], [2.380175, -1.453601, 1.914872], [1.310056, -2.524863, 1.183241], [4.538662, -1.008065, -0.436914], [4.228131, -2.572572, -0.579013], [3.917404, -1.713114, -0.249533]],
  "atomic_forces_ev_per_a": [[1.3, 0.1, -0.5], [-0.4, -0.3, 1.1], [-0.7, 0.9, 0.3], [0.4, -1.1, 0.8], [0.0, 0.0, -0.9], [-0.5, 0.0, 0.4], [-0.2, 1.5, 0.0], [0.0, 0.1, 0.3], [-0.5, 0.0, -0.2], [0.1, 0.3, -0.3], [0.1, 0.3, -0.5], [0.2, -0.5, -0.2], [-0.1, 0.3, -0.2], [-0.1, 0.1, -0.1], [0.3, 0.0, 0.0], [0.2, 0.2, 0.0], [-0.6, -1.3, 0.0], [-0.4, -0.3, 0.5], [0.7, -0.3, -0.3], [0.5, -0.2, -0.3], [0.2, 0.6, 0.0], [-0.5, -0.2, 0.1]],
  "orbital_gap_ev": 10.28,
  "total_charge": 2
}

***

| no. | strongest force on any atom (eV/A) |
| --- | --- |
| 1 | 5.236 |
| 2 | 4.526 |
| 3 | 5.447 |
| 4 | 2.510 |
| 5 | 1.061 |
| 6 | 1.551 |